## w
Here is one molecule with the formula H2S2 from the OMol25 dataset. Energies are from the ωB97M-V functional and the def2-TZVPD basis.

As for the SMILES: SS. As for the spin multiplicity: 1. The HOMO-LUMO gap is 9.10 eV. The calculation puts the LUMO energy at 0.4 eV.

Each line ends with the Löwdin charge.
CARTESIAN COORDINATES (ANGSTROEM)
S1 -0.72913 -0.73172 -0.19976  0.209
S2 0.50290 0.74869 0.53324  0.209
H1 0.14917 -1.73106 -0.04039  -0.209
H2 0.07706 1.71409 -0.29309  -0.209



## x
Here is one molecule with the formula H2S2 from the OMol25 dataset. Energies are from the ωB97M-V functional and the def2-TZVPD basis.

As for the spin multiplicity: 1. The HOMO-LUMO gap is 7.80 eV. The calculation puts the LUMO energy at -0.9 eV.

Each line ends with the Löwdin charge.
CARTESIAN COORDINATES (ANGSTROEM)
S1 1.48249 1.26746 0.06829  -0.101
S2 1.71462 -0.79418 -0.01990  0.245
H1 0.62353 -1.74933 -0.42494  -0.031
H2 0.53242 -1.01146 0.67657  -0.114



Stability check: which of them is least stable? x.



## w
Here is a 2-piece molecular cluster, N2O4 overall from the OMol25 dataset. Energies are from the ωB97M-V functional and the def2-TZVPD basis.

As for the spin multiplicity: 1. The HOMO-LUMO gap (spin up / spin down) is 7.43 / 8.34 eV. The calculation puts the LUMO energy (spin up / spin down) at -1.8 / -1.4 eV.

Each line ends with the Löwdin charge.
CARTESIAN COORDINATES (ANGSTROEM)
N1 -1.33685 -0.03341 0.02244  -0.212
N2 1.14561 -0.08196 0.02518  -0.267
O1 -0.50096 0.86524 0.02094  0.040
O2 -2.52864 0.02717 0.03169  0.047
O3 2.02456 0.67232 0.02162  0.201
O4 0.92488 -1.22240 0.03048  0.192



## x
Here is a 2-piece molecular cluster, N2O4 overall from the OMol25 dataset. Energies are from the ωB97M-V functional and the def2-TZVPD basis.

As for the spin multiplicity: 1. The HOMO-LUMO gap (spin up / spin down) is 8.78 / 9.02 eV. The calculation puts the LUMO energy (spin up / spin down) at -1.6 / -1.4 eV.

Each line ends with the Löwdin charge.
CARTESIAN COORDINATES (ANGSTROEM)
N1 2.15363 -0.39825 -0.12596  -0.189
N2 -2.13316 0.44815 0.00958  -0.172
O1 0.98077 -0.63711 -0.21403  0.060
O2 2.77707 0.48353 0.28882  0.130
O3 -2.81347 -0.50372 0.17718  0.109
O4 -0.95233 0.62661 -0.11338  0.062



Stability check: which of them is least stable? w.



## w
Here is H29O15 as an isolated structure from the OMol25 dataset. Energies are from the ωB97M-V functional and the def2-TZVPD basis.

The total charge is -1. As for the spin multiplicity: 1. The HOMO-LUMO gap is 8.92 eV. The calculation puts the LUMO energy at 2.3 eV.

Each line ends with the Löwdin charge.
CARTESIAN COORDINATES (ANGSTROEM)
O1 -0.70939 2.78630 0.70623  -0.080
H1 -0.48380 1.78764 0.94742  0.066
H2 0.25041 -1.41011 2.65761  -0.011
O2 0.61433 -3.81259 -1.17686  -0.162
H3 0.07213 -3.05913 -0.75728  -0.015
H4 1.20763 -4.01899 -0.41824  0.026
O3 0.85347 -0.83152 2.09733  -0.323
H5 -0.30103 0.42366 2.00966  0.026
H6 4.12421 -0.01008 2.72759  0.088
O4 3.83123 3.25163 -1.09500  -0.127
H7 3.46539 4.25167 -1.17802  0.105
H8 3.52472 2.96124 -0.21713  0.034
O5 1.43644 3.07108 -2.27612  -0.057
H9 1.81606 3.92097 -2.50694  0.015
H10 0.00169 0.07073 -5.51681  0.020
O6 -2.33553 -0.76562 -0.34499  -0.115
H11 -1.67983 -1.00370 0.26843  -0.038
H12 -1.87085 -0.93995 -1.29127  0.100
O7 -1.03874 1.07552 2.34257  -0.157
H13 1.12102 3.16698 -1.38574  0.003
H14 -0.47717 1.20408 3.17503  0.057
O8 -5.28771 -0.17636 0.66770  -0.043
H15 -5.33644 0.30945 1.49246  0.027
H16 -1.58459 2.75810 0.62110  -0.065
O9 -3.20845 -1.58281 -2.99742  -0.064
H17 -3.14087 -2.42397 -2.56667  0.023
H18 -3.28043 -1.02237 -2.17633  0.030
O10 -0.00210 -1.57181 -0.20146  -0.296
H19 0.41911 -0.80336 -0.66357  0.055
O11 1.02933 3.15620 3.73559  0.021
H20 0.33755 2.68461 3.93492  -0.090
H21 1.63397 3.24471 4.49018  0.058
O12 2.87003 -2.04950 -4.17183  -0.037
H22 2.18770 -2.03620 -3.45617  0.059
H23 3.59686 -2.18248 -3.65492  -0.030
O13 -0.87349 0.18133 -5.14348  -0.075
H24 -0.80695 -0.33202 -4.30196  0.042
H25 -4.40083 -0.09203 0.40164  -0.035
O14 4.17241 -0.61890 1.86494  -0.157
H26 3.17214 -0.70524 1.86070  0.009
H27 0.46543 -1.44012 0.97978  0.083
O15 -1.50053 -2.61557 3.31235  -0.013
H28 -1.50367 -1.99084 4.04273  0.045
H29 -2.38088 -2.81062 3.16223  -0.001



## x
Here is H29O15 as an isolated structure from the OMol25 dataset. Energies are from the ωB97M-V functional and the def2-TZVPD basis.

The total charge is -1. As for the spin multiplicity: 1. The HOMO-LUMO gap is 8.02 eV. The calculation puts the LUMO energy at 2.1 eV.

Each line ends with the Löwdin charge.
CARTESIAN COORDINATES (ANGSTROEM)
O1 4.16575 2.47100 -2.07943  -0.060
H1 4.27004 1.52390 -2.22285  0.034
H2 3.50833 -2.32624 0.64251  0.021
O2 0.90299 1.42701 -3.47368  -0.063
H3 0.90838 1.80035 -2.58294  0.022
H4 0.09665 1.78782 -3.89913  0.019
O3 3.56749 -1.92377 -0.23404  -0.104
H5 1.80673 -4.49814 -0.48743  0.052
H6 2.97762 -1.12474 -0.21902  -0.017
O4 -1.77758 -3.43732 1.11244  -0.064
H7 -2.18904 -3.61747 0.25742  0.008
H8 -0.83064 -3.53565 0.97558  -0.008
O5 2.15694 -2.76453 3.26118  -0.056
H9 1.53493 -3.00303 2.56034  0.014
H10 1.64495 -2.32211 3.94202  0.032
O6 -1.12313 2.53850 -0.69673  -0.328
H11 -0.87465 3.42515 -0.98403  -0.011
H12 -1.24248 0.67724 -1.50554  0.037
O7 -1.66866 -3.12133 -1.56782  -0.053
H13 -0.99644 -2.78710 -0.95678  0.016
H14 -1.09090 -3.69137 -2.09390  0.063
O8 -0.56336 -0.02191 -1.49591  -0.067
H15 -0.87215 -0.89791 -1.72420  0.017
H16 3.55474 2.47940 -1.32743  0.027
O9 -5.03995 -1.24786 1.57692  -0.080
H17 -4.26683 -0.65396 1.56604  0.031
H18 -4.70959 -1.83460 0.88360  0.021
O10 -2.38744 1.62171 1.16383  -0.255
H19 -1.73858 2.15524 0.36108  -0.050
O11 -1.25887 3.77297 -3.75644  -0.072
H20 -0.54971 3.10914 -3.76069  -0.017
H21 -1.76504 3.29835 -3.06101  0.036
O12 -0.94622 2.01785 4.63154  -0.058
H22 -0.56994 1.14998 4.83306  0.034
H23 -0.34460 2.51635 5.20256  0.030
O13 1.79327 -0.02505 -0.08163  -0.058
H24 1.98123 0.92224 -0.09593  0.046
H25 0.82569 0.02649 -0.23311  0.039
O14 1.33479 -3.91106 0.10781  -0.045
H26 1.64525 -3.01955 -0.10067  0.019
H27 -2.77885 2.39188 1.59539  -0.028
O15 0.71497 2.95812 1.28997  -0.111
H28 0.12589 3.10201 2.04014  0.012
H29 0.06802 2.59201 0.63692  -0.024



Stability check: which of them is least stable? w.



## w
Here is an isolated ion of composition C2H4NO4 and charge -1 from the OMol25 dataset. Energies are from the ωB97M-V functional and the def2-TZVPD basis.

The total charge is -1. As for the SMILES: NO[C@H](O)C(=O)[O-]. As for the spin multiplicity: 1. The HOMO-LUMO gap is 8.80 eV. The calculation puts the LUMO energy at 4.2 eV.

Each line ends with the Löwdin charge.
CARTESIAN COORDINATES (ANGSTROEM)
N1 0.55268 -1.92074 0.43027  -0.065
O1 0.78946 -0.65441 -0.15278  -0.208
C1 -0.62950 -0.08660 -0.85774  -0.192
O2 -0.39198 1.23539 -1.24917  -0.038
C2 -1.84661 -0.02783 0.16604  -0.674
O3 -1.71108 1.01364 0.90612  -0.100
O4 -2.64618 -0.94860 0.24147  -0.031
H1 0.28879 -2.61562 -0.26894  0.058
H2 -0.08830 -2.00902 1.21235  0.064
H3 -0.67267 -0.76668 -1.67091  0.110
H4 -0.71147 1.80947 -0.52315  0.078



## x
Here is a 2-piece molecular cluster, C2H4NO4 overall from the OMol25 dataset. Energies are from the ωB97M-V functional and the def2-TZVPD basis.

The total charge is -1. As for the spin multiplicity: 1. The HOMO-LUMO gap is 8.65 eV. The calculation puts the LUMO energy at 3.9 eV.

Each line ends with the Löwdin charge.
CARTESIAN COORDINATES (ANGSTROEM)
O1 1.00487 1.66672 -0.04372  -0.011
C1 0.53355 1.25901 0.99437  -0.408
N1 -0.29904 0.16880 1.09196  0.088
C2 -1.34288 -0.28152 0.06205  -0.708
O2 -0.97418 -1.39168 -0.38164  -0.068
O3 -2.31261 0.41660 -0.17780  0.004
H1 0.70183 1.78492 1.96909  0.112
H2 -0.35644 -0.06914 2.07162  0.099
H3 1.37703 -0.57721 -2.16196  0.016
H4 0.61158 -1.48413 -1.27285  -0.008
O4 1.05629 -1.49236 -2.15112  -0.116



Stability check: which of them is least stable? w.



## w
Here is one molecule with the formula C5H4O from the OMol25 dataset. Energies are from the ωB97M-V functional and the def2-TZVPD basis.

As for the spin multiplicity: 1. The HOMO-LUMO gap (spin up / spin down) is 7.09 / 7.09 eV. The calculation puts the LUMO energy (spin up / spin down) at -1.3 / -1.3 eV.

Each line ends with the Löwdin charge.
CARTESIAN COORDINATES (ANGSTROEM)
C1 1.56736 -0.26759 -0.13950  -0.194
C2 -0.27964 1.38098 -0.01738  -0.163
C3 1.02934 1.07382 0.18100  0.091
C4 0.56265 -1.10207 -0.05633  0.083
C5 -0.89802 -0.86399 0.09155  -0.180
O1 -1.31361 0.50553 -0.17032  -0.061
H1 2.62071 -0.47494 -0.12054  0.085
H2 -0.45866 2.36647 -0.17443  0.078
H3 -1.60220 -1.24901 -0.64869  0.123
H4 -1.22794 -1.36920 1.05463  0.137



## x
Here is one molecule with the formula C5H4O from the OMol25 dataset. Energies are from the ωB97M-V functional and the def2-TZVPD basis.

As for the SMILES: C#C/C=C/C=O. As for the spin multiplicity: 1. The HOMO-LUMO gap is 8.24 eV. The calculation puts the LUMO energy at -1.2 eV.

Each line ends with the Löwdin charge.
CARTESIAN COORDINATES (ANGSTROEM)
C1 -2.86850 -0.14403 -0.18785  0.092
C2 -1.67093 0.08058 0.07257  -0.199
C3 -0.38959 0.35406 0.20501  -0.132
C4 0.77472 -0.40062 0.03084  -0.015
C5 1.98689 0.35217 -0.07668  -0.231
O1 3.04598 -0.36150 -0.02714  -0.034
H1 -3.75100 -1.06557 0.06226  0.150
H2 -0.34509 1.35734 0.00902  0.094
H3 0.90353 -1.53888 0.10389  0.156
H4 2.31400 1.36645 -0.19191  0.119



## y
Here is one molecule with the formula C5H4O from the OMol25 dataset. Energies are from the ωB97M-V functional and the def2-TZVPD basis.

As for the SMILES: C#CC#CCO. As for the spin multiplicity: 1. The HOMO-LUMO gap is 10.27 eV. The calculation puts the LUMO energy at 0.7 eV.

Each line ends with the Löwdin charge.
CARTESIAN COORDINATES (ANGSTROEM)
C1 3.13265 1.07634 0.53350  0.116
C2 2.13873 0.66598 -0.01811  -0.155
C3 0.91162 0.14441 -0.41176  -0.042
C4 -0.19285 -0.34165 -0.29372  0.027
C5 -1.56107 -0.87448 -0.16593  -0.268
O1 -2.51181 0.00129 -0.73368  -0.058
H1 3.86571 1.37930 1.25455  0.036
H2 -1.61370 -1.82492 -0.71009  0.124
H3 -1.80053 -1.10280 0.89117  0.127
H4 -2.36875 0.87654 -0.34591  0.095



Stability check: which of them is least stable? w.



## w
Here is one molecule with the formula C5H4O from the OMol25 dataset. Energies are from the ωB97M-V functional and the def2-TZVPD basis.

As for the SMILES: O=C1[C@]23C[C@]12C3. As for the spin multiplicity: 1. The HOMO-LUMO gap is 10.95 eV. The calculation puts the LUMO energy at 0.9 eV.

Each line ends with the Löwdin charge.
CARTESIAN COORDINATES (ANGSTROEM)
O1 -2.59674 -0.13714 0.00519  0.216
C1 -1.47932 0.08692 -0.07102  -0.306
C2 -0.15695 0.08496 0.81428  -0.081
C3 0.58352 1.10767 -0.03387  -0.068
C4 -0.18894 0.05052 -0.81141  -0.107
C5 0.41331 -1.07261 0.01382  -0.080
H1 0.11561 2.01414 0.17545  0.079
H2 1.71997 1.06203 -0.06938  0.140
H3 1.52160 -1.15261 -0.15051  0.127
H4 0.06794 -2.04389 0.12746  0.081



## x
Here is one molecule with the formula C5H4O from the OMol25 dataset. Energies are from the ωB97M-V functional and the def2-TZVPD basis.

As for the spin multiplicity: 1. The HOMO-LUMO gap is 8.45 eV. The calculation puts the LUMO energy at 0.0 eV.

Each line ends with the Löwdin charge.
CARTESIAN COORDINATES (ANGSTROEM)
C1 0.29627 -1.32241 -1.03117  -0.066
C2 0.89318 0.39595 0.83989  -0.037
C3 -1.16521 0.72966 -0.14507  -0.130
C4 0.21646 1.27154 -0.30084  -0.039
C5 -0.09882 -0.34947 -0.24866  -0.332
O1 0.66068 -2.31349 -1.51005  0.226
H1 1.93059 0.15735 0.54590  0.092
H2 0.64493 0.18490 1.85440  0.080
H3 -1.53125 0.56248 0.92252  0.130
H4 -1.84683 0.68349 -0.92692  0.076



Stability check: which of them is least stable? x.